1.
Here is a cluster of 2 separate species, C4H10N2O2 in total from the Open Molecules 2025 dataset. Energies are from ωB97M-V with the def2-TZVPD basis set.

Properties
Spin multiplicity   1
ΔE to the lowest compared entry with this formula, charge and spin   4.6 kcal per mole
HOMO-LUMO gap   0.3720 hartree
Charge   0
E_LUMO   0.647 eV
Molar mass   118.14 g/mol
Strongest force on any atom   0.784 eV/Å
SMILES   CC(N)=O.CC(N)=O

XYZ file:
```
18
C4H10N2O2 (ωB97M-V with the def2-TZVPD basis set)
C -0.954 1.265 -1.946
C 0.525 1.523 -2.139
O 0.920 2.540 -2.683
N 1.357 0.643 -1.516
H 2.358 0.742 -1.599
H 1.011 -0.284 -1.305
H -1.222 1.615 -0.943
H -1.248 0.207 -2.034
H -1.518 1.798 -2.704
C -0.862 -1.848 2.307
C 0.018 -1.184 1.268
O 0.100 -1.513 0.099
N 0.733 -0.130 1.737
H -0.595 -2.886 2.451
H -1.894 -1.763 1.986
H 1.288 0.406 1.087
H 0.753 0.161 2.696
H -0.770 -1.293 3.237
```

Atom charges from the Mulliken analysis, given in e for atoms 1 to 5:
1 C -0.830
2 C 0.555
3 O -0.621
4 N -0.354
5 H 0.204

=====

2.
Here is a structure of composition C20H25BrFeN6OSSi from the Open Molecules 2025 dataset. Energies are from ωB97M-V with the def2-TZVPD basis set.

Properties
Expectation value of S²   8.779
Spin multiplicity   6
HOMO-LUMO gap (spin up / spin down)   0.1630 / 0.2107 hartree
Charge   -1
E_LUMO (spin up / spin down)   2.415 / 2.395 eV
Molar mass   561.36 g/mol
Strongest force on any atom   0.800 eV/Å

XYZ file:
```
56
C20H25BrFeN6OSSi (ωB97M-V with the def2-TZVPD basis set)
Fe -0.120 -0.252 -0.277
N -0.954 4.146 -0.468
C -0.794 2.797 -0.158
S -1.276 1.666 -1.401
N -0.341 2.542 1.020
N -0.299 1.169 1.366
C -1.575 0.579 1.528
C -1.543 -0.740 1.835
C -2.641 -1.649 2.048
C -2.389 -2.946 2.310
C -1.029 -3.419 2.373
C -0.026 -2.534 2.154
N -0.221 -1.214 1.875
H -0.840 4.340 -1.449
H -0.406 4.740 0.139
H -2.456 1.182 1.387
H -3.650 -1.261 1.994
H -3.207 -3.637 2.477
H -0.804 -4.452 2.595
H 1.010 -2.847 2.206
O -1.157 -2.020 -0.887
N -1.419 -2.346 -2.113
C -1.934 -3.574 -2.343
C -2.208 -3.996 -3.622
C -1.950 -3.155 -4.697
C -1.420 -1.906 -4.437
C -1.157 -1.513 -3.140
H -2.088 -4.155 -1.447
H -2.615 -4.987 -3.765
H -2.150 -3.474 -5.710
H -1.186 -1.213 -5.233
H -0.714 -0.567 -2.866
C 1.111 0.230 3.976
Si 1.199 0.362 2.086
C 2.495 -0.875 1.386
C 2.290 1.920 1.849
H 1.879 0.837 4.462
H 1.213 -0.804 4.316
H 0.134 0.588 4.315
H 2.953 -1.382 2.243
H 3.286 -0.334 0.865
H 2.134 -1.648 0.707
H 3.269 1.713 2.300
H 1.869 2.812 2.314
H 2.461 2.144 0.791
Br 3.054 -3.876 -3.463
C 2.635 -2.058 -3.046
C 3.298 -1.031 -3.739
C 2.934 0.288 -3.329
C 1.983 0.487 -2.376
N 1.312 -0.536 -1.740
C 1.705 -1.824 -2.083
H 4.038 -1.231 -4.497
H 3.408 1.152 -3.778
H 1.683 1.486 -2.087
H 1.227 -2.637 -1.553
```

Atom charges from the Mulliken analysis, given in e for atoms 1 to 5:
1 Fe 0.814
2 N -0.557
3 C 0.326
4 S -0.501
5 N -1.484

=====

3.
Here is a cluster of 2 separate species, C2N3O in total in a non-equilibrium geometry from the Open Molecules 2025 dataset. Energies are from ωB97M-V with the def2-TZVPD basis set.

Properties
Spin multiplicity   1
ΔE to the lowest compared entry with this formula, charge and spin   29.6 kcal per mole
HOMO-LUMO gap (spin up / spin down)   0.2881 / 0.2883 hartree
Charge   -1
E_LUMO (spin up / spin down)   3.265 / 3.263 eV
Molar mass   82.04 g/mol
Strongest force on any atom   7.253 eV/Å

XYZ file:
```
6
C2N3O (ωB97M-V with the def2-TZVPD basis set)
C 1.515 -0.032 -0.080
C -1.123 -0.455 0.054
N 2.621 -0.459 -0.073
N -1.939 -1.269 -0.057
N -0.401 0.537 0.373
O -0.673 1.678 -0.218
```

Atom charges from the Mulliken analysis, given in e for atoms 1 to 5:
1 C 0.003
2 C 0.517
3 N -0.509
4 N -0.485
5 N -0.038

=====

4.
Here is the molecule C3H2N2 in a non-equilibrium geometry from the Open Molecules 2025 dataset. Energies are from ωB97M-V with the def2-TZVPD basis set.

Properties
Spin multiplicity   1
ΔE to the lowest compared entry with this formula, charge and spin   138.3 kcal per mole
HOMO-LUMO gap   0.3482 hartree
Charge   0
E_LUMO   -1.258 eV
Molar mass   66.06 g/mol
Strongest force on any atom   4.382 eV/Å

XYZ file:
```
7
C3H2N2 (ωB97M-V with the def2-TZVPD basis set)
C -0.663 -1.871 0.060
C -0.738 -0.600 0.027
C 0.594 0.169 0.021
N -1.353 0.719 0.017
N -0.269 1.329 0.066
H 1.227 0.056 0.809
H 1.202 0.197 -1.000
```

Atom charges from the Mulliken analysis, given in e for atoms 1 to 5:
1 C -0.437
2 C 0.447
3 C -0.174
4 N -0.203
5 N -0.127

=====

5.
Here is the ion C12H19N2 with charge +1 in a non-equilibrium geometry from the Open Molecules 2025 dataset. Energies are from ωB97M-V with the def2-TZVPD basis set.

Properties
Expectation value of S²   2.018
Spin multiplicity   3
ΔE to the lowest compared entry with this formula, charge and spin   0.0 kcal per mole
HOMO-LUMO gap (spin up / spin down)   0.2029 / 0.2285 hartree
Charge   +1
E_LUMO (spin up / spin down)   -3.117 / -6.749 eV
Molar mass   191.30 g/mol
Strongest force on any atom   6.030 eV/Å

XYZ file:
```
33
C12H19N2 (ωB97M-V with the def2-TZVPD basis set)
C 0.757 0.487 1.929
C 1.013 -0.318 3.038
C 1.211 -0.150 0.781
C 1.994 -1.253 1.240
C 3.109 -1.990 0.648
C 1.067 0.151 -0.704
C -0.922 0.816 -2.272
C -2.089 0.112 -1.467
C -0.269 1.073 -0.916
C -1.621 0.920 -0.188
C 2.338 0.794 -1.315
C -2.299 0.588 2.240
N 1.914 -1.267 2.579
N -1.936 0.214 1.049
H 0.105 1.293 1.941
H 0.765 -0.125 4.046
H 3.569 -2.717 1.303
H 3.775 -1.307 0.207
H -0.377 0.129 -2.902
H -1.318 1.607 -2.983
H -3.068 0.232 -1.859
H -1.923 -0.878 -1.333
H 0.808 -0.756 -1.244
H 0.136 2.044 -0.684
H -2.051 1.929 -0.094
H 2.889 1.471 -0.744
H 2.089 1.409 -2.193
H 3.040 -0.003 -1.603
H 2.821 -2.633 -0.241
H -2.352 -0.135 3.033
H -2.445 1.559 2.561
H 2.449 -1.970 3.177
H -1.545 -0.780 1.031
```

Atom charges from the Mulliken analysis, given in e for atoms 1 to 5:
1 C -0.410
2 C -0.675
3 C 0.423
4 C 0.029
5 C -1.448

=====

6.
Here is a structure of composition C24H34LuN3O5S2 from the Open Molecules 2025 dataset. Energies are from ωB97M-V with the def2-TZVPD basis set.

Properties
Spin multiplicity   1
ΔE to the lowest compared entry with this formula, charge and spin   23.6 kcal per mole
HOMO-LUMO gap   0.2733 hartree
Charge   0
E_LUMO   0.621 eV
Molar mass   683.65 g/mol
Strongest force on any atom   0.684 eV/Å

XYZ file:
```
69
C24H34LuN3O5S2 (ωB97M-V with the def2-TZVPD basis set)
Lu -0.093 -0.369 -0.202
C -0.690 2.398 2.115
O 0.320 1.945 1.215
C 1.607 2.148 1.756
C 2.574 1.888 0.638
O 2.405 0.553 0.172
C 3.410 -0.387 0.527
C 2.869 -1.341 1.556
O 1.755 -1.960 0.950
C 1.271 -3.072 1.697
H -0.522 3.456 2.337
H -0.665 1.806 3.033
H -1.648 2.276 1.624
H 1.775 1.468 2.602
H 1.714 3.178 2.117
H 3.605 2.055 0.957
H 2.354 2.547 -0.204
H 4.306 0.122 0.890
H 3.663 -0.941 -0.379
H 2.561 -0.823 2.473
H 3.625 -2.091 1.814
H 2.081 -3.795 1.837
H 0.470 -3.532 1.125
H 0.871 -2.743 2.657
O 1.755 1.236 -3.690
C 0.775 1.258 -2.954
O 0.633 0.436 -1.961
C -0.326 2.257 -3.183
C -0.152 3.063 -4.315
C -1.059 4.035 -4.675
C -2.183 4.222 -3.877
C -2.370 3.441 -2.757
C -1.461 2.437 -2.370
S -1.939 1.595 -0.893
H 0.739 2.893 -4.904
H -0.895 4.642 -5.556
H -2.915 4.981 -4.126
H -3.244 3.592 -2.137
C 2.632 -2.039 -3.736
N 1.216 -1.922 -4.042
C 0.689 -1.356 -5.187
C -0.651 -1.328 -5.044
N -0.916 -1.885 -3.807
C 0.230 -2.204 -3.177
S 0.393 -2.860 -1.610
H 3.184 -2.015 -4.672
H 2.804 -2.981 -3.221
H 2.926 -1.194 -3.118
H 1.320 -1.005 -5.982
H -1.424 -0.974 -5.699
H -1.807 -1.931 -3.344
C -1.850 -2.672 4.776
C -1.749 -1.170 4.479
C -3.134 -0.527 4.631
C -0.773 -0.520 5.468
C -1.263 -0.968 3.102
C -0.863 -0.803 1.960
H -2.244 -2.828 5.783
H -0.870 -3.146 4.713
H -2.513 -3.162 4.062
H -3.506 -0.675 5.648
H -3.843 -0.973 3.933
H -3.089 0.544 4.430
H -1.116 -0.674 6.494
H -0.695 0.553 5.290
H 0.223 -0.956 5.368
N -3.513 -1.315 -1.119
C -2.368 -1.044 -1.155
H -4.403 -0.845 -1.132
```

Atom charges from the Mulliken analysis, given in e for atoms 1 to 5:
1 Lu 1.130
2 C -0.741
3 O 0.006
4 C -0.470
5 C -0.830

=====

7.
Here is the molecule C4H8Si in a non-equilibrium geometry from the Open Molecules 2025 dataset. Energies are from ωB97M-V with the def2-TZVPD basis set.

Properties
Expectation value of S²   2.005
Spin multiplicity   3
ΔE to the lowest compared entry with this formula, charge and spin   50.0 kcal per mole
HOMO-LUMO gap (spin up / spin down)   0.2062 / 0.2530 hartree
Charge   0
E_LUMO (spin up / spin down)   0.978 / -3.369 eV
Molar mass   84.19 g/mol
Strongest force on any atom   10.878 eV/Å

XYZ file:
```
13
C4H8Si (ωB97M-V with the def2-TZVPD basis set)
C -2.771 -0.016 -0.319
C -1.668 -0.199 0.159
C 0.937 -1.689 -0.115
C 0.923 1.490 -0.113
Si 0.164 -0.066 0.634
H -3.766 0.351 -0.438
H 0.377 -2.008 -1.061
H 1.894 -1.421 -0.459
H 1.029 -2.586 0.432
H 0.222 1.801 -0.905
H 0.650 2.375 0.470
H 1.944 1.704 -0.441
H 0.065 0.263 2.155
```

Atom charges from the Mulliken analysis, given in e for atoms 1 to 5:
1 C 0.003
2 C -0.569
3 C -1.065
4 C -1.086
5 Si 0.506

=====

8.
Here is a cluster of 11 separate species, C52H95N11 in total in a non-equilibrium geometry from the Open Molecules 2025 dataset. Energies are from ωB97M-V with the def2-TZVPD basis set.

Properties
Spin multiplicity   1
ΔE to the lowest compared entry with this formula, charge and spin   44.5 kcal per mole
HOMO-LUMO gap   0.3043 hartree
Charge   0
E_LUMO   0.535 eV
Molar mass   874.41 g/mol
Strongest force on any atom   2.631 eV/Å
SMILES   c1cc[nH]c1.c1cc[nH]c1.c1cc[nH]c1.c1cc[nH]c1.c1cc[nH]c1.c1cc[nH]c1.c1cc[nH]c1.CCN(CC)CC.CCN(CC)CC.CCN(CC)CC.CCN(CC)CC

XYZ file:
```
158
C52H95N11 (ωB97M-V with the def2-TZVPD basis set)
N -2.064 5.582 -0.404
C -1.932 6.320 0.756
C -0.601 6.313 1.090
C 0.110 5.558 0.146
C -0.830 5.076 -0.738
H -2.952 5.477 -0.861
H -2.790 6.796 1.203
H -0.231 6.876 1.934
H 1.182 5.477 0.076
H -0.757 4.457 -1.619
N -0.595 -1.644 2.014
C -1.663 -2.366 2.528
C -1.200 -3.405 3.305
C 0.209 -3.298 3.240
C 0.562 -2.194 2.533
H -0.676 -0.879 1.353
H -2.685 -2.096 2.310
H -1.790 -4.162 3.793
H 0.869 -4.017 3.704
H 1.534 -1.802 2.283
N 1.672 2.385 -3.380
C 0.842 3.488 -3.350
C -0.413 3.108 -3.802
C -0.327 1.753 -4.156
C 0.905 1.297 -3.765
H 2.624 2.387 -3.039
H 1.213 4.466 -3.085
H -1.286 3.726 -3.946
H -1.108 1.092 -4.500
H 1.345 0.323 -3.918
N 0.936 -6.498 -1.815
C 0.564 -5.219 -1.522
C 0.577 -5.034 -0.139
C 1.018 -6.270 0.377
C 1.293 -7.149 -0.676
H 0.793 -6.985 -2.683
H 0.252 -4.467 -2.230
H 0.142 -4.230 0.433
H 1.133 -6.515 1.423
H 1.592 -8.182 -0.632
N -8.416 1.373 -2.010
C -7.300 0.603 -1.886
C -6.355 1.034 -2.775
C -6.956 2.081 -3.528
C -8.228 2.275 -3.013
H -9.180 1.310 -1.361
H -7.298 -0.132 -1.096
H -5.350 0.645 -2.748
H -6.490 2.769 -4.216
H -8.975 3.038 -3.161
N -2.059 4.325 3.291
C -0.857 3.759 3.683
C -1.119 3.196 4.923
C -2.523 3.389 5.286
C -3.033 4.073 4.207
H -2.093 5.014 2.552
H 0.002 3.962 3.066
H -0.382 2.711 5.546
H -2.957 3.025 6.200
H -4.027 4.444 4.007
N 1.886 -2.829 -6.238
C 0.806 -2.821 -7.100
C -0.282 -3.139 -6.351
C 0.106 -3.341 -4.987
C 1.494 -3.235 -4.969
H 2.843 -2.709 -6.520
H 0.879 -2.666 -8.163
H -1.305 -3.265 -6.671
H -0.580 -3.583 -4.193
H 2.173 -3.306 -4.135
C -3.746 -7.844 1.411
C -3.130 -7.790 0.004
N -3.858 -6.784 -0.764
C -2.904 -5.730 -1.119
C -3.519 -4.558 -1.871
C -4.439 -7.357 -1.957
C -5.519 -8.436 -1.669
H -4.830 -7.930 1.344
H -3.495 -6.966 2.007
H -3.369 -8.701 1.978
H -2.060 -7.599 0.115
H -3.201 -8.787 -0.436
H -2.461 -5.338 -0.199
H -2.025 -6.164 -1.614
H -2.879 -3.690 -2.031
H -3.777 -4.861 -2.890
H -4.465 -4.249 -1.424
H -3.665 -7.777 -2.617
H -4.959 -6.570 -2.502
H -5.051 -9.378 -1.394
H -5.996 -8.560 -2.643
H -6.270 -8.036 -0.992
C 2.517 1.974 4.051
C 2.822 2.724 5.352
N 4.068 3.425 5.368
C 4.185 4.425 6.433
C 4.396 3.866 7.834
C 5.226 2.585 5.112
C 6.547 3.307 4.933
H 1.466 1.682 4.067
H 3.142 1.084 3.998
H 2.620 2.673 3.221
H 2.018 3.465 5.426
H 2.698 2.127 6.268
H 4.940 5.135 6.096
H 3.233 4.959 6.410
H 5.368 3.370 7.897
H 4.446 4.634 8.609
H 3.616 3.167 8.133
H 5.123 2.038 4.175
H 5.303 1.845 5.922
H 7.372 2.602 4.833
H 6.816 4.004 5.730
H 6.533 3.901 4.016
C 0.744 1.861 1.134
C 0.265 1.157 -0.135
N -1.093 0.601 0.036
C -2.064 1.709 0.134
C -3.400 1.217 0.626
C -1.418 -0.196 -1.150
C -0.622 -1.492 -1.366
H 1.806 1.659 1.288
H 0.259 1.727 2.099
H 0.700 2.939 0.949
H 0.484 1.812 -0.986
H 0.890 0.279 -0.314
H -2.096 2.339 -0.764
H -1.657 2.376 0.899
H -4.005 2.073 0.930
H -3.282 0.535 1.469
H -3.955 0.657 -0.128
H -2.474 -0.465 -1.189
H -1.282 0.461 -2.020
H -1.005 -1.965 -2.271
H 0.442 -1.303 -1.505
H -0.740 -2.225 -0.567
C 3.534 3.571 -0.149
C 4.520 2.483 -0.571
N 4.610 2.284 -2.033
C 5.256 3.400 -2.644
C 4.976 3.500 -4.166
C 5.378 1.048 -2.299
C 4.472 -0.166 -2.084
H 2.552 3.420 -0.599
H 3.950 4.569 -0.272
H 3.347 3.391 0.911
H 5.480 2.702 -0.095
H 4.068 1.592 -0.136
H 4.804 4.306 -2.229
H 6.337 3.536 -2.507
H 3.903 3.573 -4.331
H 5.438 4.398 -4.579
H 5.400 2.654 -4.705
H 6.298 1.002 -1.709
H 5.638 0.993 -3.356
H 5.036 -1.061 -2.358
H 3.592 -0.048 -2.713
H 4.181 -0.334 -1.047
```

Atom charges from the Mulliken analysis, given in e for atoms 1 to 5:
1 N 0.053
2 C -0.861
3 C -0.908
4 C 0.085
5 C -0.474